P | The molecule CH5FOP2. Source: OMol25; level of theory: ωB97M-V with the def2-TZVPD basis set.

Summary:
- E_LUMO: -0.03 eV
- Highest occupied orbital energy: -9.444 eV
- Frontier orbital gap: 9.4 eV
- SMILES: COP(F)#[PH2]

The geometry in ORCA input format:
```
! RIJCOSX wB97M-V def2-TZVPD def2/J DEFGRID3
* xyz 0 1
H 1.5667 -0.9513 1.3663
F -0.9455 -1.5204 0.4333
P -0.9261 -0.1011 -2.2849
H -2.2596 -0.0269 -2.1712
C 1.1373 -0.0012 1.3763
H 1.9052 0.6334 1.8904
H 0.2550 -0.0246 2.0767
O 0.8201 0.3142 0.0383
H -0.8221 1.2592 -2.5397
P -0.7310 0.4188 -0.1856
*
```


Q | The molecule CH5FOP2. Source: OMol25; level of theory: ωB97M-V with the def2-TZVPD basis set.

Summary:
- E_LUMO: 0.68 eV
- Highest occupied orbital energy: -8.634 eV
- Frontier orbital gap: 9.3 eV
- SMILES: CO[PH]#[PH]F

The geometry in ORCA input format:
```
! RIJCOSX wB97M-V def2-TZVPD def2/J DEFGRID3
* xyz 0 1
C -1.0794 0.6853 -1.2684
H 1.3429 -1.6841 -0.0784
H -1.5634 0.5090 -0.2976
H -1.5441 0.4851 -2.2768
P 0.1479 -1.1635 0.1469
O -0.0732 -0.3361 -1.2323
H -0.5804 1.5929 -1.4218
H 1.5061 -1.0281 2.4429
F 0.4230 0.8428 2.5302
P 1.4206 0.0966 1.4553
*
```


In terms of stability, Q leads; the second structure lies 0.0084 hartree higher.


P | A cluster of 3 separate species, C4H9NOS in total. Source: OMol25; level of theory: ωB97M-V with the def2-TZVPD basis set.

Summary:
- E_LUMO: -2.92 eV
- Highest occupied orbital energy: -8.442 eV
- Frontier orbital gap: 5.5 eV

The geometry in ORCA input format:
```
! RIJCOSX wB97M-V def2-TZVPD def2/J DEFGRID3
* xyz 0 1
C 0.6698 1.7127 -0.7813
O 2.2170 0.0104 -0.2086
H 0.9561 2.5522 -0.1623
S -2.8748 1.1043 0.0593
H 1.5958 -2.2647 0.6283
H -0.6676 -3.1665 0.4704
C -0.4159 -2.5383 1.3293
H -1.2225 1.1974 -0.9963
H 1.2387 0.1001 -2.0188
C 1.4732 0.5334 -1.0050
H -0.6806 2.8020 -1.7209
H -1.2143 -2.3337 2.0385
C 0.7150 -1.8531 1.1244
H 0.9241 -0.8767 1.5496
N -0.4615 1.8272 -1.5344
H -2.2527 1.1933 1.2278
*
```


Q | The molecule C4H9NOS. Source: OMol25; level of theory: ωB97M-V with the def2-TZVPD basis set.

Summary:
- E_LUMO: 0.84 eV
- Highest occupied orbital energy: -8.962 eV
- Frontier orbital gap: 9.8 eV
- SMILES: CN[C@H](C=O)CS

The geometry in ORCA input format:
```
! RIJCOSX wB97M-V def2-TZVPD def2/J DEFGRID3
* xyz 0 1
H -0.7332 1.3925 -1.5262
H -0.3530 3.4247 0.4600
H -1.7321 -0.2430 0.1023
O 1.5961 -0.7620 -1.6155
H -0.6502 -1.2028 -0.9295
S -0.5139 -1.7838 1.3833
N -0.1832 1.6938 -0.7319
H 0.4874 0.8091 0.9807
C 1.5961 0.0447 -0.7241
C -0.7210 -0.6174 -0.0221
H -1.3671 2.0619 0.9875
H 0.1169 -2.7457 0.6990
C 0.3205 0.5028 -0.0478
H 2.5247 0.5462 -0.4062
C -0.9629 2.5873 0.1246
H -1.7751 3.0424 -0.4437
*
```


In terms of stability, Q leads; the second structure lies 0.1621 hartree higher.


P | The molecule C4H9NOS. Source: OMol25; level of theory: ωB97M-V with the def2-TZVPD basis set.

Summary:
- E_LUMO: 0.71 eV
- Highest occupied orbital energy: -9.130 eV
- Frontier orbital gap: 9.8 eV
- SMILES: CNC(=O)CCS

The geometry in ORCA input format:
```
! RIJCOSX wB97M-V def2-TZVPD def2/J DEFGRID3
* xyz 0 1
H -3.2442 0.1542 1.4322
H -0.5212 -0.7569 -1.4966
H 1.6402 -0.7392 1.7601
O 0.5225 1.8446 -1.0199
C 2.1149 -0.8391 0.7879
N 1.7749 0.1967 -0.1552
C -1.9507 0.5407 -0.4980
H -2.2657 0.9043 -1.4640
H -0.5841 -0.9383 0.2442
C -0.6088 -0.1990 -0.5605
H 2.5092 0.8729 -0.3101
S -3.2527 -0.4893 0.2656
H -1.8133 1.3908 0.1601
H 1.9169 -1.8505 0.4204
C 0.5760 0.7368 -0.5253
H 3.1860 -0.8287 0.9591
*
```


Q | A cluster of 2 separate species, C4H9NOS in total. Source: OMol25; level of theory: ωB97M-V with the def2-TZVPD basis set.

Summary:
- E_LUMO (alpha / beta): -0.76 / -0.78 eV
- Highest occupied orbital energy (alpha / beta): -8.864 / -8.873 eV
- Frontier orbital gap (alpha / beta): 8.1 / 8.1 eV

The geometry in ORCA input format:
```
! RIJCOSX wB97M-V def2-TZVPD def2/J DEFGRID3
* xyz 0 1
H 2.3319 1.1102 0.7364
H 1.0432 2.3368 0.8791
S -1.1414 0.2753 -0.2687
H -3.5163 0.4853 1.1777
H -0.4902 -1.5918 -1.7956
H 1.6068 -1.6941 0.1826
H 1.0872 1.7224 -0.5830
C 1.0338 -0.8658 -0.3124
C 0.4766 0.1345 0.6649
N -3.4473 -0.4698 0.8058
H 1.4521 -0.4625 -1.2187
H 0.4268 -0.2666 1.7612
O -0.9635 1.2960 -1.3165
C -0.3104 -1.3491 -0.8106
H -0.8498 -2.0826 -0.3249
C 1.2605 1.4218 0.4227
*
```


In terms of stability, P leads; the second structure lies 0.2491 hartree higher.


P | A cluster of 2 separate species, C4H9NOS in total. Source: OMol25; level of theory: ωB97M-V with the def2-TZVPD basis set.

Summary:
- E_LUMO: 0.50 eV
- Highest occupied orbital energy: -9.112 eV
- Frontier orbital gap: 9.6 eV
- SMILES: C[S@H](=N)=O.C1=CC1

The geometry in ORCA input format:
```
! RIJCOSX wB97M-V def2-TZVPD def2/J DEFGRID3
* xyz 0 1
H 0.1195 -0.1528 1.5014
C -3.0998 0.0329 0.4623
S -1.4384 -0.8176 0.2515
H -2.0006 -2.0796 -0.0375
C 2.6810 -0.0781 -1.0462
H 2.5238 -1.2131 -0.9351
H 3.6904 1.2896 0.7500
O -0.8946 -0.2350 -0.9855
H -3.0080 1.0808 0.4058
H -3.4795 -0.1182 1.5335
N -0.5381 -0.9364 1.5202
H -3.6303 -0.3308 -0.3508
H 0.9735 1.4219 -0.6762
H 3.1053 0.1698 -1.9881
C 1.8827 1.0853 -0.4184
C 3.1131 0.8814 0.0132
*
```


Q | A cluster of 3 separate species, C4H9NOS in total. Source: OMol25; level of theory: ωB97M-V with the def2-TZVPD basis set.

Summary:
- E_LUMO: -4.11 eV
- Highest occupied orbital energy: -8.148 eV
- Frontier orbital gap: 4.0 eV

The geometry in ORCA input format:
```
! RIJCOSX wB97M-V def2-TZVPD def2/J DEFGRID3
* xyz 0 1
C 1.3758 0.0890 -1.5417
N -1.7839 -0.7684 0.9238
H -1.4662 -1.5010 0.2518
H 1.2738 -0.8158 -2.0929
H 3.1899 0.3570 -0.6598
H -0.8866 -0.9246 -2.1239
O 0.2810 2.1332 1.4214
H -2.4135 -1.1805 1.5750
H -1.7496 1.8868 1.5761
C 2.0881 0.4770 -0.5076
H 0.8507 0.8886 -2.0715
C -0.7140 -0.0421 1.5148
H 0.1093 -0.6231 1.8454
C -0.6742 1.2782 1.5186
H 1.4054 1.0003 0.2969
S -0.8861 -2.2546 -1.9265
*
```


In terms of stability, P leads; the second structure lies 0.1178 hartree higher.